{"formula": "C42H41BeNO3P2S", "method": "ωB97M-V/def2-TZVPD", "species": ["Be", "C", "C", "C", "C", "C", "C", "C", "C", "C", "H", "H", "H", "H", "H", "H", "H", "H", "H", "H", "H", "H", "H", "H", "H", "P", "P", "C", "C", "C", "C", "C", "C", "C", "C", "C", "C", "C", "C", "C", "C", "C", "C", "C", "C", "C", "C", "C", "C", "C", "C", "C", "C", "H", "H", "H", "H", "H", "H", "H", "H", "H", "H", "H", "H", "H", "H", "H", "H", "H", "H", "H", "H", "H", "H", "O", "C", "N", "S", "O", "O", "C", "C", "C", "C", "C", "C", "H", "H", "H", "H"], "positions_angstrom": [[-0.993, 1.569, -0.819], [1.718, -2.441, 0.613], [2.270, -3.050, -0.442], [1.673, -3.737, -1.635], [1.333, -2.802, -2.838], [0.404, -1.698, -2.462], [-0.286, -1.559, -1.316], [-0.704, -2.573, -0.307], [0.244, -2.510, 0.941], [-1.371, 2.651, -2.044], [2.348, -1.957, 1.395], [3.373, -3.041, -0.509], [0.785, -4.343, -1.419], [2.456, -4.430, -2.010], [2.279, -2.376, -3.244], [0.949, -3.354, -3.725], [0.364, -0.876, -3.198], [-0.565, -0.470, -0.993], [-0.789, -3.611, -0.670], [-1.723, -2.305, 0.047], [-0.075, -1.627, 1.532], [0.088, -3.403, 1.590], [-0.929, 3.581, -1.655], [-2.436, 2.831, -2.233], [-0.919, 2.362, -2.996], [3.787, 1.191, -7.790], [0.973, 1.465, -8.885], [3.056, -0.246, -8.621], [1.845, -0.090, -9.213], [5.426, 1.244, -8.675], [5.943, 0.176, -9.432], [7.221, 0.260, -10.000], [7.961, 1.436, -9.887], [7.425, 2.540, -9.208], [6.161, 2.443, -8.616], [4.216, 0.406, -6.183], [3.162, 0.378, -5.246], [3.391, -0.164, -3.983], [4.664, -0.636, -3.630], [5.710, -0.563, -4.559], [5.496, -0.039, -5.839], [0.589, 1.850, -10.679], [1.667, 2.146, -11.539], [1.449, 2.345, -12.907], [0.148, 2.269, -13.422], [-0.926, 1.991, -12.578], [-0.709, 1.782, -11.211], [-0.648, 0.866, -8.306], [-1.511, 1.840, -7.759], [-2.759, 1.449, -7.285], [-3.149, 0.103, -7.317], [-2.270, -0.855, -7.842], [-1.011, -0.484, -8.323], [3.598, -1.197, -8.561], [1.395, -0.834, -9.881], [5.361, -0.727, -9.588], [7.634, -0.602, -10.536], [8.956, 1.503, -10.333], [7.995, 3.467, -9.138], [5.744, 3.308, -8.097], [2.190, 0.807, -5.513], [2.574, -0.197, -3.257], [4.833, -1.044, -2.626], [6.710, -0.896, -4.281], [6.322, 0.042, -6.555], [2.685, 2.193, -11.145], [2.284, 2.566, -13.574], [-0.030, 2.452, -14.484], [-1.946, 1.945, -12.971], [-1.558, 1.544, -10.572], [-1.181, 2.883, -7.700], [-3.427, 2.199, -6.863], [-4.114, -0.201, -6.903], [-2.555, -1.904, -7.849], [-0.307, -1.238, -8.687], [0.753, 1.255, 0.889], [-0.345, 1.440, 1.476], [-1.485, 1.694, 0.714], [-2.862, 0.939, 1.334], [-4.042, 1.765, 1.232], [-2.913, -0.442, 0.910], [-2.129, 1.014, 2.948], [-2.782, 0.791, 4.153], [-2.050, 0.958, 5.333], [-0.673, 1.232, 5.277], [-0.023, 1.335, 4.059], [-0.776, 1.299, 2.875], [-3.827, 0.505, 4.147], [-2.532, 0.842, 6.300], [-0.100, 1.334, 6.199], [1.051, 1.463, 3.953]], "forces_ev_per_angstrom": [[-0.664, 0.929, 0.427], [-0.097, -0.461, 0.280], [1.129, 0.651, 0.297], [0.013, -0.759, -1.104], [0.146, -0.618, -0.169], [-0.310, 1.015, 0.173], [-0.135, 1.460, -0.629], [-0.012, -0.264, 1.367], [-0.527, 0.081, 0.062], [0.454, -0.648, -0.531], [-0.348, -0.476, -0.841], [-0.541, 0.260, 0.160], [0.402, 0.092, 0.111], [-0.544, 0.174, 0.226], [-0.577, 0.022, 0.468], [0.066, -0.084, 0.675], [0.277, -0.090, 0.675], [-0.065, -1.752, -0.838], [0.167, 0.684, -0.175], [0.602, -0.118, -0.263], [0.340, -0.396, -0.159], [-0.080, 0.565, -0.327], [-0.015, -0.029, -0.343], [0.163, -0.155, 0.273], [0.070, 0.464, -0.128], [1.012, 0.220, 0.078], [-0.480, 0.680, -1.123], [-1.182, -0.202, -0.233], [1.232, -0.301, 0.442], [0.049, -0.079, -0.280], [0.402, 0.391, 0.182], [-0.234, 0.026, -0.028], [-0.068, 0.238, 0.200], [-0.170, -0.440, -0.080], [0.189, -0.307, -0.028], [-0.014, 0.274, 0.029], [0.645, -0.217, -0.024], [-0.001, 0.099, 0.075], [-0.011, 0.061, -0.284], [-0.140, 0.056, 0.134], [-0.283, -0.074, 0.315], [-0.165, -0.172, -0.104], [-0.377, -0.093, -0.145], [-0.358, -0.031, 0.311], [0.121, 0.097, 0.050], [0.085, 0.102, 0.190], [0.309, 0.037, -0.261], [-0.034, 0.074, 0.205], [0.121, -0.677, -0.212], [-0.122, -0.076, 0.099], [0.424, 0.047, -0.164], [-0.043, 0.114, 0.218], [-0.436, 0.307, 0.182], [-0.250, 0.199, -0.467], [0.205, 0.005, 0.415], [0.152, 0.092, 0.145], [-0.192, 0.388, 0.164], [-0.314, -0.027, 0.133], [-0.179, -0.231, -0.028], [0.072, -0.238, -0.052], [0.302, -0.238, 0.117], [0.351, 0.066, -0.185], [-0.043, 0.183, -0.455], [-0.233, 0.029, -0.028], [-0.378, -0.098, 0.315], [-0.247, 0.002, -0.054], [-0.188, -0.061, 0.214], [0.077, -0.110, 0.301], [0.400, -0.005, 0.091], [0.234, 0.069, -0.109], [-0.171, -0.387, -0.055], [0.101, -0.186, -0.066], [0.328, 0.119, -0.220], [-0.004, 0.157, 0.012], [-0.427, 0.254, 0.109], [-2.180, 0.860, 1.440], [0.581, -0.700, -1.816], [0.071, -1.377, -0.792], [0.587, 0.866, 0.699], [1.001, -0.633, -0.116], [-0.103, 0.631, -0.101], [-0.582, -0.144, 0.665], [0.337, 0.160, 0.047], [0.194, -0.105, -0.344], [-0.194, -0.187, 0.231], [0.038, 0.195, -1.051], [0.546, -0.441, 1.396], [0.039, 0.130, 0.149], [0.045, 0.022, -0.197], [-0.204, -0.070, -0.242], [-0.159, 0.112, 0.304]], "energy_ha": -3001.07608, "homo_energy_ev": -7.52, "de_lowest_kj_mol": 205.4, "total_charge": 0, "homo_lumo_gap_ev": 7.0}